No. 1
20
Properties=species:S:1:pos:R:3:forces:R:3 method="wB97M-V/def2-TZVPD" total_energy_ev=-11416.9725 smiles="NCCNCC=O.O" homo_energy_ev=-8.75 lumo_ha=0.029 relative_energy_ev=2.244
N 1.714898 -0.725822 -1.631221 -0.1 0.2 0.3
C 0.652689 0.245260 -1.973747 0.3 -0.4 0.1
C -0.605544 0.040016 -1.125995 0.6 -0.5 -0.5
N -0.740751 1.002606 -0.062645 -0.1 0.4 0.0
C -1.826284 0.744108 0.829424 -0.3 0.7 0.2
C -1.693334 -0.431320 1.769432 -0.3 0.4 -0.5
O -0.636033 -0.837128 2.163056 0.2 -0.3 0.2
H 2.610927 -0.253910 -1.668828 0.1 -0.1 -0.2
H 1.636338 -0.968487 -0.648112 0.0 -0.1 0.0
H 0.367451 0.090796 -3.008563 0.1 0.0 -0.3
H 1.061889 1.250736 -1.892415 -0.4 0.4 0.1
H -0.572759 -1.010783 -0.799340 0.0 0.0 0.3
H -1.469671 0.071783 -1.777212 -0.4 0.4 -0.1
H 0.130255 1.179749 0.416641 0.0 -0.2 0.1
H -2.033403 1.629464 1.456519 0.3 -0.2 0.2
H -2.769346 0.691953 0.285658 0.0 -0.4 -0.3
H -2.665933 -0.872190 2.061825 0.1 -0.2 0.3
H 2.882328 -0.122873 1.991151 0.0 -0.1 -0.1
H 1.634520 -0.994175 2.119021 -0.2 0.1 -0.1
O 2.321771 -0.729782 1.495346 0.1 0.1 0.2

***

No. 2
22
Properties=species:S:1:pos:R:3:forces:R:3 method="wB97M-V/def2-TZVPD" total_energy_ev=-17325.3232 s2=6.023 homo_energy_ev="-0.98 / -3.35" total_charge=-1 multiplicity=5 lumo_ha="0.115 / 0.084"
C -0.382091 0.937312 -1.947512 -1.4 0.1 0.3
C 0.972671 0.935253 -1.614534 1.5 0.7 0.1
C 1.152776 1.596073 -0.367763 -0.4 0.6 0.7
C -0.171945 2.024570 0.083667 0.3 0.2 -0.3
C -1.101456 1.634340 -0.941878 0.0 2.0 -0.3
Ir -0.092319 -0.171054 0.087913 2.1 0.9 2.7
N -2.039607 -0.524087 0.145980 -1.6 -1.6 1.5
C 0.123542 -2.159281 -0.105863 -0.8 -1.4 -0.6
C 1.404200 -1.547411 -0.107460 -0.1 -2.3 0.3
H 2.046151 1.597517 0.289899 -0.6 0.2 -0.9
H 1.757832 0.405721 -2.114022 0.1 0.0 -0.3
H -0.387786 2.451907 1.072923 0.0 -0.1 -0.8
H -2.174428 1.709123 -0.827309 0.2 0.0 -0.2
H -0.826612 0.417031 -2.768623 -0.1 0.0 -0.4
H 1.802709 -1.645593 -1.134310 1.0 0.4 1.2
H -0.302793 -2.581687 0.781305 0.1 -0.5 0.4
H -1.700905 -1.021615 1.067133 -2.2 0.8 -1.4
H 1.779525 -1.726142 0.921064 1.3 0.4 -1.2
H -0.365579 -2.459583 -1.010396 0.0 -0.5 -0.5
O -0.615333 0.266779 3.831274 0.7 -0.3 5.2
N -0.837968 0.410558 2.668925 -2.4 2.6 -2.6
O -0.040582 -0.549730 1.989586 2.2 -1.9 -2.9